Run i
DFT (ωB97M-V/def2-TZVPD) results for 2 unconnected molecules or ions with the total composition CH2NO3S.

XYZ file:
```
8
Properties=species:S:1:pos:R:3:nbo_charge:R:1
S -2.420 -0.197 -0.120 0.037
O -0.531 2.653 0.232 -1.058
O 0.363 -2.045 0.257 -0.638
O 1.502 -0.024 -0.016 -0.532
N 0.336 -0.484 -0.055 0.168
C -0.862 0.013 0.018 0.146
H 1.296 -2.227 -0.110 0.464
H 0.315 2.311 -0.206 0.413
```

- Charge: -1
- Kohn-Sham gap (alpha / beta): 6.274 / 6.300 eV
- Lowest unoccupied orbital energy (alpha / beta): 2.55 / 2.55 eV

***

Run ii
DFT (ωB97M-V/def2-TZVPD) results for a gas-phase ion, CH2NO3S (charge -1).

XYZ file:
```
8
Properties=species:S:1:pos:R:3:nbo_charge:R:1
S 0.471 -0.692 -0.923 1.567
O -0.081 0.601 0.580 -0.722
O -1.655 1.530 -0.621 -0.712
O 1.713 0.005 -1.174 -0.986
N 0.725 -1.975 -0.080 -1.160
C -1.114 1.205 0.398 0.684
H 1.584 -2.238 0.366 0.357
H -1.643 1.564 1.455 -0.028
```

- Charge: -1
- Kohn-Sham gap: 8.827 eV
- Lowest unoccupied orbital energy: 4.04 eV

***

Ranked by calculated energy, most stable first: run ii, run i.

***

Run i
DFT (ωB97M-V/def2-TZVPD) results for a molecular structure, BrHf.

XYZ file:
```
2
Properties=species:S:1:pos:R:3:nbo_charge:R:1
Hf 15.792 -27.720 2.776 2.718
Br 15.124 -26.677 4.751 0.282
```

- Charge: +3
- Kohn-Sham gap: 8.851 eV
- Lowest unoccupied orbital energy: -20.68 eV

***

Run ii
DFT (ωB97M-V/def2-TZVPD) results for a molecular structure, BrHf.

XYZ file:
```
2
Properties=species:S:1:pos:R:3:nbo_charge:R:1
Hf -15.789 -30.794 -23.403 2.719
Br -14.868 -30.670 -20.868 0.281
```

- Charge: +3
- Kohn-Sham gap: 6.933 eV
- Lowest unoccupied orbital energy: -20.86 eV

***

Ranked by calculated energy, most stable first: run i, run ii.

***

Run i
DFT (ωB97M-V/def2-TZVPD) results for 2 unconnected molecules or ions with the total composition C8H8N4.

XYZ file:
```
20
Properties=species:S:1:pos:R:3:nbo_charge:R:1
N 3.473 -1.884 2.551 -0.377
N 3.439 -3.713 4.616 -0.384
N -2.478 2.834 -4.613 -0.365
N -4.365 2.867 -2.541 -0.371
C -4.697 3.228 -3.807 -0.022
C -3.761 3.340 -4.795 -0.028
C 2.574 -1.769 3.583 -0.022
C -2.144 2.425 -3.402 -0.019
C 4.312 -2.910 2.563 -0.009
C 4.361 -3.767 3.648 -0.001
C -3.096 2.380 -2.412 -0.007
C 2.521 -2.738 4.574 -0.017
H -2.919 1.877 -1.452 0.199
H 5.206 -4.468 3.679 0.197
H 1.818 -2.780 5.417 0.208
H -1.183 1.955 -3.156 0.204
H -5.720 3.607 -3.924 0.202
H 1.729 -1.078 3.465 0.206
H -4.134 3.670 -5.774 0.207
H 5.063 -3.075 1.779 0.198
```

- Kohn-Sham gap: 9.818 eV
- Structure (SMILES): c1cnccn1.c1cnccn1
- Lowest unoccupied orbital energy: 0.22 eV

***

Run ii
DFT (ωB97M-V/def2-TZVPD) results for 2 unconnected molecules or ions with the total composition C8H8N4.

XYZ file:
```
20
Properties=species:S:1:pos:R:3:nbo_charge:R:1
N -2.452 0.342 -2.846 -0.446
N -1.823 0.954 1.825 -0.441
N -4.142 -1.278 -2.483 -0.448
N -0.263 1.283 0.091 -0.453
C -4.487 -0.661 -1.362 0.067
C 0.000 0.000 0.000 0.088
C -0.736 -0.916 0.845 -0.301
C -2.812 0.946 -1.730 0.061
C -3.876 0.512 -0.988 -0.304
C -1.088 1.667 1.028 0.248
C -1.709 -0.351 1.648 0.049
C -3.158 -0.740 -3.204 0.243
H -2.926 -1.167 -4.188 0.186
H -2.223 -0.959 2.403 0.202
H -5.280 -1.133 -0.765 0.200
H -1.309 2.742 1.057 0.172
H 0.563 -0.313 -0.889 0.209
H -2.481 1.977 -1.548 0.205
H -0.613 -1.971 0.564 0.232
H -4.235 1.106 -0.137 0.231
```

- Kohn-Sham gap: 10.220 eV
- Structure (SMILES): c1cncnc1.c1cncnc1
- Lowest unoccupied orbital energy: 0.52 eV

***

Ranked by calculated energy, most stable first: run ii, run i.